Entry 1:
{
  "formula": "C34H28O3S2Tl",
  "method": "ωB97M-V/def2-TZVPD",
  "de_lowest_kj_mol": 84.10,
  "gap_ev": 7.85,
  "e_tot_ev": -68212.69420,
  "homo_ev": -10.7,
  "total_charge": 1,
  "species": ["Tl", "C", "C", "C", "C", "C", "C", "C", "S", "O", "C", "C", "C", "C", "C", "C", "C", "C", "C", "C", "C", "C", "C", "C", "C", "C", "C", "C", "C", "C", "S", "O", "C", "C", "C", "C", "C", "C", "C", "H", "H", "H", "H", "H", "H", "H", "H", "H", "H", "H", "H", "H", "H", "H", "H", "H", "H", "H", "H", "H", "H", "H", "H", "H", "H", "O", "H", "H"],
  "xyz": [[15.95, 16.15, 8.93], [13.87, 8.71, 6.87], [13.51, 10.05, 7.30], [12.57, 10.25, 8.34], [12.25, 11.53, 8.76], [12.86, 12.60, 8.18], [13.80, 12.46, 7.18], [14.07, 11.18, 6.70], [12.68, 14.22, 8.82], [13.91, 15.04, 8.33], [11.21, 14.81, 8.00], [10.68, 14.16, 6.85], [9.64, 14.67, 6.10], [8.94, 15.83, 6.57], [7.85, 16.45, 5.87], [7.28, 17.59, 6.36], [7.67, 18.15, 7.58], [8.73, 17.59, 8.26], [9.44, 16.46, 7.78], [10.65, 16.00, 8.43], [11.31, 16.76, 9.56], [11.05, 16.51, 10.93], [10.15, 15.51, 11.32], [10.03, 15.13, 12.59], [10.78, 15.76, 13.61], [11.67, 16.78, 13.29], [11.83, 17.17, 11.96], [12.82, 18.12, 11.58], [13.06, 18.37, 10.25], [12.31, 17.64, 9.24], [13.02, 17.99, 7.65], [12.40, 17.23, 6.52], [12.51, 19.69, 7.49], [13.43, 20.69, 7.56], [13.05, 21.93, 7.08], [11.83, 22.20, 6.50], [11.49, 23.52, 5.94], [10.95, 21.15, 6.41], [11.29, 19.87, 6.83], [14.83, 8.80, 6.28], [13.13, 8.26, 6.19], [13.99, 8.04, 7.73], [12.08, 9.41, 8.86], [11.67, 11.62, 9.69], [14.13, 13.37, 6.74], [14.76, 11.11, 5.87], [11.21, 13.33, 6.39], [9.45, 14.21, 5.16], [7.59, 16.07, 4.90], [6.48, 18.06, 5.81], [7.24, 19.03, 7.93], [9.11, 18.04, 9.17], [9.53, 14.96, 10.60], [9.36, 14.29, 12.86], [10.73, 15.35, 14.62], [12.32, 17.26, 14.04], [13.33, 18.66, 12.48], [13.84, 19.06, 9.90], [14.47, 20.61, 7.94], [13.69, 22.76, 7.26], [12.33, 24.19, 5.91], [10.67, 23.94, 6.51], [11.07, 23.51, 4.94], [9.92, 21.26, 6.00], [10.59, 19.10, 6.61], [15.26, 16.20, 6.26], [15.40, 16.88, 5.56], [14.26, 16.03, 6.35]]
}

***

Entry 2:
{
  "formula": "C34H29BrClF40O7P",
  "method": "ωB97M-V/def2-TZVPD",
  "smiles": "CCP(C)C1=C(Cl)C(=O)C=C(Br)C1=O.FC(F)C(F)(F)COC(F)(F)C(F)F.FC(F)C(F)(F)COC(F)(F)C(F)F.FC(F)C(F)(F)COC(F)(F)C(F)F.FC(F)C(F)(F)COC(F)(F)C(F)F.FC(F)C(F)(F)COC(F)(F)C(F)F",
  "gap_ev": 6.49,
  "e_tot_ev": -250609.48301,
  "homo_ev": -8.5,
  "total_charge": 0,
  "species": ["C", "C", "P", "C", "C", "C", "Cl", "C", "O", "C", "C", "Br", "C", "O", "H", "H", "H", "H", "H", "H", "H", "H", "H", "F", "C", "F", "C", "F", "F", "C", "O", "C", "F", "F", "C", "F", "F", "H", "H", "H", "H", "F", "C", "F", "C", "F", "F", "C", "O", "C", "F", "F", "C", "F", "F", "H", "H", "H", "H", "F", "C", "F", "C", "F", "F", "C", "O", "C", "F", "F", "C", "F", "F", "H", "H", "H", "H", "F", "C", "F", "C", "F", "F", "C", "O", "C", "F", "F", "C", "F", "F", "H", "H", "H", "H", "F", "C", "F", "C", "F", "F", "C", "O", "C", "F", "F", "C", "F", "F", "H", "H", "H", "H"],
  "xyz": [[3.85, 0.67, 3.10], [3.41, -0.05, 1.74], [2.27, -1.57, 2.00], [3.08, -2.76, 3.27], [0.57, -0.98, 2.66], [0.28, -0.58, 3.98], [1.55, -0.55, 5.27], [-1.22, -0.14, 4.36], [-1.50, -0.13, 5.59], [-2.32, 0.23, 3.28], [-2.02, -0.15, 1.94], [-3.32, 0.33, 0.52], [-0.64, -0.91, 1.61], [-0.59, -1.49, 0.50], [4.76, 1.36, 2.95], [4.07, -0.02, 3.96], [2.99, 1.39, 3.38], [4.38, -0.51, 1.30], [3.01, 0.66, 0.96], [2.39, -2.96, 4.17], [3.14, -3.77, 2.71], [4.12, -2.43, 3.58], [-3.26, 0.77, 3.59], [1.57, 3.21, 4.53], [0.26, 3.29, 4.82], [-0.39, 2.74, 3.76], [-0.21, 4.73, 5.06], [-0.08, 5.47, 3.93], [-1.54, 4.68, 5.33], [0.47, 5.47, 6.23], [1.57, 6.34, 5.91], [2.85, 5.76, 5.79], [2.82, 4.50, 6.25], [3.65, 6.45, 6.64], [3.41, 5.88, 4.37], [2.60, 5.30, 3.46], [4.61, 5.25, 4.28], [0.06, 2.66, 5.69], [-0.29, 6.15, 6.63], [0.71, 4.80, 7.06], [3.55, 6.92, 4.09], [2.12, 0.00, -1.98], [2.23, -1.26, -1.54], [3.25, -1.26, -0.63], [2.53, -2.25, -2.67], [3.74, -2.01, -3.23], [2.64, -3.49, -2.09], [1.47, -2.35, -3.78], [1.70, -1.59, -4.97], [1.30, -0.24, -4.95], [0.55, 0.00, -3.86], [0.48, -0.07, -6.02], [2.49, 0.72, -5.08], [3.40, 0.53, -4.11], [2.08, 2.01, -4.99], [1.32, -1.54, -1.01], [1.48, -3.39, -4.12], [0.45, -2.21, -3.39], [3.00, 0.59, -6.04], [-7.28, 6.64, 5.48], [-6.68, 5.43, 5.49], [-7.51, 4.60, 6.17], [-5.30, 5.46, 6.14], [-5.39, 5.77, 7.46], [-4.80, 4.19, 6.10], [-4.24, 6.38, 5.49], [-4.06, 7.68, 6.06], [-4.94, 8.71, 5.66], [-5.65, 8.30, 4.59], [-4.16, 9.72, 5.22], [-5.82, 9.22, 6.81], [-6.55, 8.23, 7.36], [-6.70, 10.15, 6.36], [-6.61, 5.07, 4.46], [-3.28, 5.89, 5.64], [-4.35, 6.43, 4.40], [-5.21, 9.67, 7.60], [1.47, -2.62, -8.38], [0.33, -2.96, -7.74], [0.71, -3.69, -6.66], [-0.62, -3.77, -8.62], [-0.07, -4.97, -8.95], [-1.72, -4.07, -7.86], [-1.13, -3.08, -9.90], [-0.45, -3.38, -11.13], [0.72, -2.64, -11.43], [0.83, -1.61, -10.58], [0.52, -2.10, -12.65], [1.97, -3.53, -11.47], [2.17, -4.18, -10.31], [3.08, -2.77, -11.69], [-0.15, -2.05, -7.38], [-2.14, -3.47, -10.06], [-1.26, -2.01, -9.76], [1.90, -4.27, -12.27], [0.68, -8.94, -1.34], [0.96, -8.49, -0.11], [0.55, -9.46, 0.75], [0.27, -7.17, 0.22], [-1.08, -7.32, 0.24], [0.62, -6.82, 1.49], [0.62, -5.97, -0.68], [-0.28, -5.67, -1.76], [-0.10, -6.42, -2.95], [1.07, -7.08, -2.89], [0.04, -5.51, -3.94], [-1.30, -7.32, -3.27], [-1.56, -8.18, -2.27], [-1.05, -8.07, -4.38], [2.05, -8.40, -0.01], [0.56, -5.08, -0.04], [1.66, -5.99, -1.02], [-2.20, -6.73, -3.45]]
}

***

Entry 3:
{
  "formula": "C34H29BrMoN9O2S3",
  "method": "ωB97M-V/def2-TZVPD",
  "de_lowest_kj_mol": 0.00,
  "gap_ev": [8.04, 7.61],
  "e_tot_ev": -157635.70555,
  "homo_ev": [-10.5, -10.5],
  "total_charge": 1,
  "s_squared": 2.029,
  "spin_multiplicity": 3,
  "species": ["Mo", "N", "C", "C", "C", "C", "C", "C", "S", "O", "O", "N", "C", "N", "C", "C", "C", "N", "H", "H", "H", "H", "H", "H", "H", "H", "H", "N", "C", "C", "C", "C", "C", "C", "C", "C", "C", "C", "C", "C", "H", "H", "H", "H", "H", "H", "H", "H", "H", "H", "N", "C", "N", "C", "C", "S", "C", "C", "S", "C", "N", "N", "H", "H", "H", "H", "H", "H", "Br", "C", "C", "C", "C", "C", "C", "H", "H", "H", "H"],
  "xyz": [[0.11, -0.34, 0.62], [-4.08, 2.18, -6.12], [-3.01, 1.97, -5.28], [-1.84, 1.37, -5.76], [-0.79, 1.12, -4.91], [-0.89, 1.47, -3.57], [-2.04, 2.09, -3.08], [-3.10, 2.32, -3.93], [0.45, 1.22, -2.48], [0.48, 2.31, -1.54], [1.64, 0.90, -3.21], [0.02, -0.08, -1.54], [0.01, -1.34, -2.14], [-0.03, -2.29, -1.20], [-0.05, -3.55, -1.63], [-0.04, -3.86, -2.98], [-0.01, -2.78, -3.85], [0.01, -1.51, -3.45], [-3.92, 2.14, -7.11], [-4.80, 2.82, -5.83], [-1.77, 1.09, -6.80], [0.12, 0.64, -5.26], [-2.09, 2.41, -2.05], [-3.99, 2.81, -3.56], [-0.06, -4.32, -0.87], [-0.05, -4.88, -3.33], [-0.01, -2.93, -4.93], [2.05, 0.79, 0.27], [2.71, 1.51, 1.34], [4.05, 1.32, 1.63], [4.63, 1.99, 2.69], [3.87, 2.87, 3.45], [2.54, 3.09, 3.12], [1.94, 2.42, 2.06], [0.52, 2.66, 1.70], [0.04, 3.96, 1.78], [-1.28, 4.26, 1.51], [-2.15, 3.24, 1.19], [-1.68, 1.93, 1.10], [-0.33, 1.61, 1.32], [2.72, 0.25, -0.27], [1.66, 1.50, -0.37], [4.65, 0.66, 1.02], [5.68, 1.84, 2.91], [4.32, 3.40, 4.28], [1.95, 3.78, 3.71], [0.73, 4.76, 2.03], [-1.63, 5.29, 1.55], [-3.20, 3.44, 1.00], [-2.40, 1.16, 0.86], [1.57, -0.03, 3.97], [0.41, -0.69, 3.89], [-0.32, -0.79, 2.80], [-1.44, -1.57, 3.04], [-1.56, -2.07, 4.28], [-0.23, -1.55, 5.25], [-2.36, -1.73, 1.91], [-3.56, -2.33, 1.87], [-4.28, -2.12, 0.32], [-2.90, -1.23, -0.20], [-1.95, -1.13, 0.72], [-2.85, -0.65, -1.41], [1.86, 0.59, 3.23], [2.02, 0.09, 4.87], [-2.33, -2.69, 4.69], [-4.08, -2.85, 2.66], [-3.53, -0.88, -2.11], [-1.98, -0.21, -1.70], [3.86, -5.82, 2.26], [2.90, -4.25, 1.85], [3.57, -3.05, 1.71], [2.85, -1.90, 1.39], [1.47, -1.91, 1.20], [0.83, -3.15, 1.39], [1.53, -4.30, 1.70], [4.64, -3.00, 1.84], [3.42, -0.99, 1.34], [-0.24, -3.23, 1.28], [1.00, -5.24, 1.84]]
}

***

Entry 4:
{
  "formula": "C34H29ClN4O4Re",
  "method": "ωB97M-V/def2-TZVPD",
  "de_lowest_kj_mol": 33.00,
  "gap_ev": [6.71, 6.01],
  "e_tot_ev": -64518.93086,
  "homo_ev": [-13.6, -13.9],
  "total_charge": 2,
  "s_squared": 3.779,
  "spin_multiplicity": 4,
  "species": ["Re", "C", "O", "C", "N", "C", "C", "C", "C", "C", "C", "C", "C", "C", "C", "C", "C", "N", "C", "N", "C", "C", "O", "C", "C", "C", "C", "C", "C", "H", "H", "H", "H", "H", "H", "H", "H", "H", "H", "H", "H", "H", "H", "H", "H", "H", "H", "H", "O", "C", "C", "C", "C", "O", "N", "H", "H", "H", "H", "Cl", "C", "C", "C", "C", "C", "C", "C", "H", "H", "H", "H", "H", "H"],
  "xyz": [[0.13, -0.17, 0.25], [-4.01, -0.78, -1.30], [-3.98, -0.65, 0.16], [-2.73, -0.45, 0.48], [-1.88, -0.25, -0.47], [-2.64, -0.24, -1.76], [-2.00, -1.01, -2.88], [-0.62, -0.98, -3.08], [-0.04, -1.66, -4.14], [-0.84, -2.35, -5.03], [-2.22, -2.36, -4.86], [-2.79, -1.69, -3.79], [-2.28, -0.47, 1.87], [-3.02, -0.77, 2.99], [-2.36, -0.84, 4.21], [-0.99, -0.63, 4.28], [-0.32, -0.34, 3.11], [-0.97, -0.24, 1.94], [1.13, -0.20, 2.92], [1.59, -0.08, 1.72], [3.09, 0.00, 1.80], [3.30, 0.07, 3.32], [1.97, -0.19, 3.91], [3.65, 1.13, 0.97], [3.77, 2.43, 1.45], [4.25, 3.44, 0.63], [4.62, 3.16, -0.68], [4.51, 1.87, -1.17], [4.03, 0.86, -0.34], [-4.85, -0.21, -1.67], [-4.14, -1.83, -1.53], [-2.74, 0.81, -2.05], [0.02, -0.40, -2.43], [1.04, -1.63, -4.27], [-0.39, -2.87, -5.87], [-2.85, -2.90, -5.56], [-3.88, -1.71, -3.68], [-4.08, -0.96, 2.90], [-2.91, -1.08, 5.11], [-0.44, -0.70, 5.21], [3.49, -0.93, 1.40], [3.61, 1.05, 3.67], [3.98, -0.68, 3.70], [3.46, 2.69, 2.46], [4.35, 4.45, 1.02], [5.01, 3.95, -1.31], [4.80, 1.64, -2.18], [3.95, -0.16, -0.72], [-1.27, -3.47, 1.62], [-0.34, -3.44, 0.86], [0.48, -4.61, 0.31], [1.57, -3.96, -0.58], [1.25, -2.50, -0.46], [1.78, -1.48, -0.96], [0.20, -2.27, 0.33], [-0.18, -5.28, -0.24], [0.89, -5.18, 1.14], [1.52, -4.27, -1.62], [2.59, -4.15, -0.24], [0.16, 2.87, 2.41], [-0.90, 3.20, 1.06], [-2.00, 4.01, 1.30], [-2.88, 4.30, 0.27], [-2.65, 3.77, -0.99], [-1.55, 2.97, -1.21], [-0.63, 2.66, -0.20], [0.55, 1.81, -0.54], [-2.15, 4.42, 2.29], [-3.73, 4.95, 0.45], [-3.33, 4.02, -1.81], [-1.34, 2.60, -2.22], [1.48, 2.12, -0.06], [0.70, 1.77, -1.62]]
}

***

Entry 5:
{
  "formula": "C34H29F6MoN3O14S2Te",
  "method": "ωB97M-V/def2-TZVPD",
  "de_lowest_kj_mol": 450.63,
  "gap_ev": [5.43, 5.04],
  "e_tot_ev": -115984.33320,
  "homo_ev": [-4.9, -4.9],
  "total_charge": -1,
  "s_squared": 0.759,
  "spin_multiplicity": 2,
  "species": ["Mo", "O", "C", "C", "O", "C", "C", "O", "C", "O", "O", "F", "C", "F", "F", "S", "O", "O", "N", "S", "O", "O", "C", "F", "F", "F", "O", "C", "C", "C", "C", "C", "C", "C", "O", "N", "O", "O", "H", "H", "H", "H", "C", "C", "O", "N", "Te", "C", "C", "C", "C", "C", "C", "C", "C", "C", "C", "C", "C", "C", "C", "C", "C", "C", "C", "H", "H", "H", "H", "H", "H", "H", "H", "H", "H", "H", "H", "H", "H", "H", "H", "H", "H", "H", "H", "H", "H", "H", "H", "H"],
  "xyz": [[-1.71, 1.59, 0.90], [-0.05, 2.72, 7.08], [-0.09, 2.35, 5.94], [1.11, 2.00, 5.05], [2.26, 2.03, 5.40], [0.52, 1.65, 3.75], [-0.86, 1.70, 3.80], [-1.49, 1.39, 2.69], [-1.36, 2.17, 5.09], [-2.49, 2.38, 5.46], [1.10, 1.32, 2.63], [3.18, 3.39, -0.76], [1.95, 3.75, -0.34], [2.07, 5.03, 0.04], [1.20, 3.69, -1.45], [1.40, 2.53, 1.16], [0.21, 1.94, 0.38], [2.69, 1.92, 1.06], [0.80, 3.76, 2.06], [-0.50, 4.40, 1.45], [-1.76, 3.74, 1.82], [-0.48, 4.78, 0.07], [-0.61, 5.95, 2.44], [-1.73, 6.59, 2.08], [-0.68, 5.67, 3.74], [0.42, 6.76, 2.23], [-3.62, 1.53, 1.05], [-4.55, 1.65, 0.24], [-4.36, 2.00, -1.14], [-5.44, 2.05, -2.01], [-5.26, 2.37, -3.33], [-3.98, 2.65, -3.83], [-2.89, 2.61, -2.99], [-3.05, 2.28, -1.64], [-2.02, 2.20, -0.85], [-6.41, 2.41, -4.22], [-6.22, 2.75, -5.38], [-7.49, 2.11, -3.78], [-5.56, 1.48, 0.61], [-6.44, 1.82, -1.65], [-3.87, 2.89, -4.87], [-1.90, 2.84, -3.35], [-2.29, -2.53, 1.00], [-2.56, -1.17, 0.40], [-3.63, -0.94, -0.16], [-1.60, -0.20, 0.51], [1.14, -0.81, 0.49], [2.85, -2.08, 0.84], [2.94, -2.85, 2.01], [1.92, -2.76, 3.12], [4.02, -3.73, 2.17], [5.02, -3.83, 1.22], [6.17, -4.79, 1.40], [4.97, -3.00, 0.11], [3.91, -2.12, -0.09], [3.93, -1.18, -1.27], [0.65, -1.75, -1.38], [0.37, -3.13, -1.48], [0.63, -4.08, -0.34], [-0.15, -3.63, -2.67], [-0.40, -2.82, -3.76], [-0.98, -3.37, -5.04], [-0.08, -1.47, -3.66], [0.44, -0.92, -2.49], [0.76, 0.55, -2.46], [-3.15, -2.79, 1.62], [-1.38, -2.52, 1.60], [-2.21, -3.26, 0.20], [1.33, -1.85, 3.01], [2.43, -2.73, 4.09], [1.25, -3.62, 3.12], [4.07, -4.34, 3.06], [5.86, -5.68, 1.95], [6.97, -4.30, 1.97], [6.58, -5.09, 0.44], [5.78, -3.02, -0.61], [4.92, -1.14, -1.72], [3.65, -0.18, -0.94], [3.22, -1.50, -2.03], [0.52, -3.57, 0.61], [1.66, -4.45, -0.40], [-0.04, -4.94, -0.38], [-0.38, -4.69, -2.73], [-1.06, -4.46, -5.00], [-0.36, -3.09, -5.89], [-1.97, -2.95, -5.21], [-0.25, -0.82, -4.52], [0.83, 0.95, -3.48], [1.69, 0.74, -1.94], [-0.03, 1.10, -1.94]]
}